(1)
The following is a DFT calculation (ωB97M-V/def2-TZVPD) of a molecular structure, C32H22FeN6O4S4 in a non-equilibrium geometry.

Geometry as XYZ:
```
69
Properties=species:S:1:pos:R:3:mulliken_spin:R:1
Fe 0.183 0.895 2.676 1.25
C -3.030 -1.872 -5.979 0.01
C 2.548 2.272 -0.770 0.03
C -2.085 -3.864 -4.187 -0.07
C -0.466 -2.244 -3.443 -0.08
S 0.074 -0.115 5.920 0.04
C 3.730 2.597 -0.063 0.00
H -2.297 -3.686 -0.318 0.03
C 2.606 1.785 3.419 -0.02
C -1.665 -4.735 -3.205 0.17
C 2.572 -2.622 2.657 0.07
C 1.258 2.203 -2.816 0.00
H 3.514 -2.969 3.050 0.00
S -1.107 0.086 4.359 -0.05
S 0.453 1.911 6.611 0.39
H 2.092 -4.427 1.570 0.00
C -0.508 4.384 0.947 0.00
H -0.719 1.387 -2.642 0.00
C -0.692 -4.353 -2.266 -0.02
N -0.437 -5.177 -1.226 0.56
C -2.621 3.285 1.288 0.01
H -2.140 -5.697 -3.095 0.00
H 0.104 5.132 0.466 0.01
H 2.701 -0.712 3.653 -0.01
C -0.074 -3.089 -2.439 0.15
C -1.929 -1.817 0.623 -0.08
H 4.571 3.024 -0.591 0.00
C -1.590 -3.081 0.231 0.20
C 0.575 -2.936 1.374 0.02
C 2.417 2.520 -2.144 0.00
C 0.208 -1.621 1.753 0.08
C -1.501 -2.604 -4.313 0.16
C -1.836 4.175 0.521 0.26
H -0.544 0.971 -0.231 0.04
O 1.460 1.451 3.894 0.00
N 0.118 -4.720 -0.156 0.47
C 1.456 1.694 -0.055 0.00
H -2.885 -4.172 -4.842 0.00
H -0.006 -1.274 -3.562 -0.01
H 4.603 2.642 1.912 0.00
C 0.197 1.628 -2.122 -0.01
H -2.898 -1.408 0.384 0.00
C 2.129 -1.345 2.989 -0.03
C 3.759 2.386 1.291 0.00
C -0.002 3.604 1.951 0.15
C 0.291 1.381 -0.771 -0.03
H 0.719 -2.789 -1.770 0.01
H -3.894 -2.027 -5.323 0.00
N -2.802 5.338 -1.533 0.17
N -0.702 2.619 2.545 0.15
H -2.933 -2.729 -6.655 0.00
O 3.594 2.060 4.088 0.01
O -1.175 0.231 1.585 0.12
C -2.357 4.824 -0.600 -0.01
C 1.791 -3.427 1.844 -0.04
H 1.006 3.752 2.315 0.01
H 3.249 2.980 -2.659 0.00
N 0.990 -0.851 2.540 0.02
H -2.581 1.859 2.882 0.03
H -3.676 3.179 1.084 0.01
C 2.641 1.853 1.931 -0.01
C -0.998 -1.020 1.320 0.18
N 1.520 1.480 1.288 -0.07
S -0.799 3.092 5.746 0.55
H 1.173 2.402 -3.873 0.00
H -3.180 -0.966 -6.567 0.00
C -2.018 2.552 2.274 0.16
O -1.858 -1.658 -5.237 0.02
C -0.299 -3.628 0.470 0.00
```

Values from the calculation:
Net charge: -1
2S+1: 6
Frontier orbital gap (spin up / spin down): 4.000 / 5.912 eV
E_LUMO (spin up / spin down): 1.339 / 0.755 eV
⟨S²⟩: 8.89

=====

(2)
The following is a DFT calculation (ωB97M-V/def2-TZVPD) of a molecular structure, C13H13Br2ClFNO3PdS in a non-equilibrium geometry.

Geometry as XYZ:
```
36
Properties=species:S:1:pos:R:3:lowdin_charge:R:1
Pd 0.115 0.314 -0.620 0.51
C -1.323 2.582 -1.776 -0.11
C 3.039 -2.901 1.610 -0.64
C -2.702 -2.979 -0.501 -0.14
H -1.025 2.213 -2.748 0.08
H -2.382 3.960 1.679 0.12
C 1.521 -0.772 2.271 -0.14
H 2.787 -2.160 -0.385 0.11
O -1.551 -1.219 1.029 -0.35
H -0.891 1.972 1.533 0.10
H -3.465 -2.842 0.261 0.06
H 2.377 1.756 -3.237 -0.04
H 3.198 0.153 -2.677 0.01
H -2.555 4.165 -2.579 0.12
N 1.809 -0.967 0.987 0.01
H 3.120 -3.386 3.696 0.11
O -1.940 -0.585 -1.295 -0.39
C 1.966 -1.610 3.281 -0.05
Cl 4.027 -4.243 1.110 0.67
C -0.871 1.976 -0.617 -0.35
H -3.141 -2.939 -1.495 0.06
O -0.225 -2.198 -0.787 -0.42
S -1.531 -1.665 -0.353 0.35
F -3.335 5.228 -0.360 0.05
C -2.077 3.562 0.720 -0.01
H 0.916 0.097 2.498 0.10
C 2.326 0.710 -2.984 -0.80
C -2.169 3.682 -1.692 -0.01
C -1.239 2.454 0.629 -0.09
H -2.172 -3.916 -0.356 0.06
Br 2.073 1.720 -0.990 0.60
C -2.523 4.150 -0.443 -0.29
H 1.717 -1.403 4.313 0.11
C 2.559 -2.015 0.664 -0.17
Br 0.823 -0.187 -3.334 0.84
C 2.743 -2.704 2.945 -0.09
```

Values from the calculation:
Frontier orbital gap: 7.486 eV
E_LUMO: -1.202 eV

=====

(3)
The following is a DFT calculation (ωB97M-V/def2-TZVPD) of a molecular structure, C24H50Cl10F6NO10S2Zn in a non-equilibrium geometry.

Geometry as XYZ:
```
104
Properties=species:S:1:pos:R:3:lowdin_charge:R:1
O 13.108 16.867 3.512 -0.25
C 11.332 11.401 2.141 -0.67
H 6.039 15.863 7.371 0.06
F 10.459 17.161 5.053 0.19
H 22.352 23.562 3.067 0.07
H 13.360 18.847 -1.217 0.10
H 7.020 22.147 10.199 0.08
H 19.268 21.750 11.804 0.08
C 7.666 21.584 10.872 -0.06
H 10.775 11.197 1.227 0.07
H 7.600 20.515 10.672 0.08
H 9.490 11.874 3.262 0.07
H 13.025 22.934 10.730 0.09
F 16.278 20.392 6.022 0.11
H 18.420 21.813 10.207 0.08
H 15.905 20.829 0.556 0.14
H 22.136 21.634 10.516 0.11
H 20.545 24.466 1.237 0.07
Cl 9.494 15.874 10.821 0.57
C 20.422 23.908 2.165 -0.67
N 13.373 19.628 3.514 -0.32
H 10.220 10.251 3.573 0.06
O 20.230 20.674 10.417 -0.19
O 14.277 23.022 1.060 -0.25
Cl 11.121 16.884 13.575 0.48
O 21.847 18.441 11.633 -0.20
H 13.776 24.274 2.560 0.11
H 13.551 22.076 9.263 0.08
C 11.332 17.608 11.890 -0.60
O 9.039 22.010 10.582 -0.21
C 14.189 24.345 1.554 -0.06
H 3.399 15.261 6.835 0.07
H 16.198 14.674 2.106 0.06
O 11.776 18.403 2.118 -0.38
F 10.043 19.101 4.159 0.14
H 9.014 22.153 8.491 0.11
H 15.187 24.673 1.847 0.10
C 15.127 22.842 -0.056 -0.17
Cl 11.175 11.967 4.855 0.50
Cl 17.242 12.666 1.552 0.53
H 6.184 14.221 7.943 0.07
H 19.923 22.726 10.563 0.08
C 4.089 14.789 7.534 -0.70
F 11.361 18.964 5.835 0.14
H 21.660 21.126 11.990 0.12
C 22.817 17.538 12.150 -0.11
H 14.912 18.761 -0.528 0.11
Cl 12.669 10.232 2.222 0.55
H 23.337 18.071 12.946 0.08
Cl 20.801 23.675 4.936 0.54
C 15.423 21.353 -0.270 -0.14
Cl 20.300 22.225 1.637 0.53
Cl 18.194 12.791 4.685 0.50
S 14.514 19.143 4.435 0.57
H 19.402 24.139 2.474 0.05
C 11.040 16.650 10.709 -0.70
H 14.665 19.519 -2.129 0.11
H 23.598 17.378 11.406 0.08
C 19.381 21.794 10.721 -0.10
H 16.918 14.749 4.663 0.06
H 11.162 17.139 9.743 0.07
H 21.609 25.158 3.438 0.06
H 9.343 20.583 9.127 0.12
C 9.561 21.640 9.282 -0.20
H 18.167 14.824 3.454 0.06
C 17.388 14.179 3.861 -0.63
O 14.149 20.678 -0.405 -0.26
H 10.678 18.480 11.894 0.05
H 14.810 23.333 -0.976 0.14
O 15.589 18.442 3.713 -0.29
H 16.119 21.251 -1.102 0.15
C 21.580 20.804 10.952 -0.18
F 15.982 21.426 4.204 0.13
H 13.621 21.252 10.796 0.09
Zn 12.471 21.270 1.355 1.35
Cl 3.769 15.359 9.139 0.58
H 11.734 12.414 2.169 0.06
S 12.393 18.142 3.414 0.72
C 14.278 19.426 -1.114 -0.05
H 22.384 16.600 12.497 0.09
H 7.410 21.829 11.903 0.09
O 11.721 21.461 10.192 -0.18
H 13.823 25.068 0.825 0.11
C 15.295 20.758 5.117 -0.59
H 11.842 15.912 10.710 0.07
H 11.051 23.246 9.266 0.13
C 16.418 13.770 2.673 -0.64
Cl 5.978 14.287 5.578 0.50
O 14.021 18.426 5.654 -0.28
C 11.005 22.161 9.171 -0.20
H 3.764 13.750 7.599 0.06
C 22.406 19.489 10.828 -0.19
H 23.434 19.668 11.140 0.11
C 10.979 18.332 4.714 -0.62
F 14.323 21.562 5.621 0.11
H 12.312 18.085 11.864 0.07
H 16.106 23.308 0.060 0.14
C 10.413 11.301 3.352 -0.63
C 13.039 21.971 10.219 -0.12
C 5.629 14.860 7.257 -0.63
H 22.477 19.127 9.802 0.12
H 15.500 13.309 3.037 0.06
C 21.431 24.090 3.314 -0.64
H 11.340 21.822 8.191 0.11
```

Values from the calculation:
Net charge: +1
Frontier orbital gap: 1.584 eV
E_LUMO: -8.915 eV

=====

(4)
The following is a DFT calculation (ωB97M-V/def2-TZVPD) of 10 unconnected molecules or ions with the total composition C40H106N14O16 in a non-equilibrium geometry.

Geometry as XYZ:
```
176
Properties=species:S:1:pos:R:3:mulliken_spin:R:1
H 4.569 23.847 -19.541 0.00
N -2.233 19.404 -11.847 0.00
H 0.467 11.103 -11.845 0.05
H 0.928 19.877 -19.167 0.00
C 0.144 20.450 -19.663 0.08
C 6.074 22.210 -19.395 0.00
H -1.299 19.783 -11.779 0.00
H -5.623 12.367 -11.146 0.00
H -0.071 14.939 -17.272 -0.13
H 3.154 18.934 -23.313 0.00
H -4.021 18.541 -19.693 0.00
C 1.431 12.860 -21.318 0.18
H 0.748 11.555 -14.159 -0.11
H -0.863 11.552 -17.819 0.00
H 3.630 17.933 -21.103 0.00
N -5.694 18.148 -20.856 0.00
H -1.662 20.161 -22.634 0.00
H -3.289 15.511 -17.619 0.01
H 1.593 22.093 -18.017 0.00
H -8.088 11.741 -10.765 0.00
O -4.624 20.583 -16.179 0.00
H -9.009 13.012 -10.003 0.00
H -2.753 7.502 -11.310 0.01
H 3.799 11.933 -14.187 -0.39
H -6.638 17.525 -18.542 0.00
C -4.479 13.831 -13.118 0.02
C -1.167 12.504 -17.382 0.52
H 4.276 22.372 -20.463 0.00
H -3.087 22.398 -16.988 0.00
H -0.623 17.419 -15.196 0.01
H 3.619 16.479 -21.824 0.02
O -2.766 17.597 -21.473 0.01
C 2.545 18.041 -23.457 0.02
H -3.249 18.069 -23.281 0.00
H 0.700 15.392 -21.173 0.05
N -0.291 21.608 -18.891 0.00
H -5.856 15.177 -12.152 0.00
H 6.290 21.303 -19.959 0.00
H 1.054 12.496 -20.362 0.07
O 3.716 18.229 -18.488 -0.11
H 3.037 17.265 -24.042 0.00
O -4.907 16.456 -18.487 -0.01
C -5.290 14.280 -11.902 0.00
C 2.910 17.149 -21.338 0.03
H 1.545 21.218 -21.148 -0.01
H -5.333 19.722 -19.445 0.00
H -0.642 19.701 -19.767 -0.01
H -0.090 15.844 -18.786 -0.03
H -1.507 12.150 -22.885 0.01
H -1.717 15.944 -21.849 0.01
H -0.543 11.213 -21.592 -0.02
H 7.029 22.730 -19.306 0.00
N -0.186 16.721 -15.780 0.02
C 0.725 10.298 -12.533 0.22
C 0.772 22.554 -18.566 -0.01
O -0.416 24.548 -18.978 0.00
H -2.533 15.397 -15.267 0.01
H -2.009 14.163 -14.090 0.02
O -3.826 15.002 -13.711 0.00
H 3.504 13.161 -13.038 -0.23
N 5.511 21.812 -18.135 -0.01
H -1.327 10.261 -15.979 0.04
H -5.645 18.521 -22.935 0.00
H 1.807 10.306 -12.404 -0.22
H -1.251 7.153 -10.620 -0.01
H -2.266 21.798 -22.432 0.00
N 2.384 12.651 -15.926 -1.23
H 1.468 17.012 -19.601 0.04
N 1.447 15.184 -20.526 -0.27
H -1.354 11.814 -13.394 0.04
N -3.655 18.085 -12.776 0.00
H -3.022 18.495 -16.064 0.00
C -8.041 12.510 -9.995 0.00
H 2.537 14.394 -22.148 0.06
H -4.660 14.501 -11.040 0.00
H -0.472 26.375 -18.281 0.00
C 4.339 20.814 -18.077 0.01
H -1.811 19.201 -16.933 0.01
N 0.308 10.678 -13.922 0.00
C -1.503 17.007 -21.744 -0.01
O 1.703 14.224 -14.557 -1.62
C -3.762 17.535 -22.481 0.00
H 3.094 13.971 -20.450 -0.35
H 4.682 19.532 -19.821 0.01
C 0.577 20.724 -21.057 -0.02
C -1.171 25.631 -18.662 0.00
H 1.791 18.332 -24.189 0.00
H -0.366 23.662 -17.060 0.00
C -5.100 18.671 -19.612 0.00
C -1.692 7.482 -11.560 0.00
C 5.046 23.073 -20.142 0.00
C -3.408 20.453 -16.552 0.00
H -1.844 21.269 -17.411 0.00
C 2.397 13.261 -14.742 5.39
C -5.565 17.711 -18.513 0.00
H -1.641 25.996 -19.575 0.00
O 5.579 23.630 -21.310 0.00
H -8.530 9.940 -9.066 0.00
O -1.008 12.335 -15.908 -0.06
H -4.172 16.562 -22.750 0.00
N -2.747 19.323 -16.574 0.01
C -1.651 21.026 -21.970 0.00
C -7.011 13.627 -10.357 0.00
H -0.986 17.475 -22.581 0.00
O -0.287 21.523 -21.781 0.00
H 2.666 17.095 -17.183 0.13
H -2.748 17.006 -18.203 -0.01
O -7.686 11.830 -8.707 0.00
O 0.440 13.015 -22.342 -0.13
H -1.437 6.859 -12.417 0.00
C -3.637 16.530 -17.790 0.02
H 2.059 12.031 -21.644 0.07
H 1.177 22.788 -19.550 0.00
C -8.471 10.737 -8.325 0.00
H -3.727 16.904 -16.770 0.00
H -5.104 13.320 -13.851 0.01
H 0.665 19.860 -21.715 0.00
C 2.256 14.166 -21.120 0.31
C -2.414 18.530 -12.889 -0.02
H -7.999 10.248 -7.473 0.00
O -1.505 18.049 -13.590 -0.02
H -0.575 13.361 -17.701 -0.33
H 1.765 13.002 -16.643 0.16
N -2.759 21.443 -17.022 0.00
C 4.562 19.404 -18.745 0.00
C 3.132 18.079 -17.243 -0.13
H 0.750 8.426 -11.306 0.03
H -0.147 11.305 -23.183 -0.01
C 0.218 8.839 -12.162 0.13
H 2.941 16.170 -19.371 0.00
H -9.365 11.179 -7.886 0.00
H 5.074 24.864 -22.911 0.00
H -1.677 10.111 -13.493 0.02
H 3.442 21.129 -18.610 0.01
N -0.053 15.814 -17.777 0.25
N -6.164 13.149 -11.486 -0.01
H 3.743 18.085 -16.340 -0.01
H -3.067 13.695 -15.338 -0.01
H 0.480 8.255 -13.045 0.00
C -1.614 11.155 -15.425 0.24
H 5.585 19.116 -18.503 0.02
H -6.415 13.885 -9.481 0.00
H 4.103 25.215 -21.728 0.00
H 2.354 18.841 -17.301 0.05
H 3.135 12.013 -16.145 -0.64
O 1.926 17.488 -22.308 -0.01
H -5.352 18.220 -17.573 0.00
H -3.826 17.260 -13.333 0.00
H -7.551 14.478 -10.772 0.00
C -4.998 18.518 -22.058 0.00
C 2.190 16.391 -20.130 0.06
H 4.060 20.583 -17.049 0.00
C -0.553 11.945 -22.399 0.06
C 4.571 24.311 -22.118 0.00
O -1.108 8.835 -11.706 -0.05
H 3.833 23.620 -22.525 0.00
H -2.691 11.324 -15.403 0.05
O -0.171 18.132 -17.602 0.26
H -1.905 25.438 -17.879 0.00
H -3.835 12.998 -12.838 -0.01
H -5.624 17.146 -20.754 0.00
H -4.325 18.467 -12.124 0.00
H -0.795 17.138 -20.925 0.00
H -2.209 12.712 -17.623 0.02
H -3.039 19.590 -11.267 0.00
H 0.340 15.988 -15.327 0.00
H -4.612 19.536 -22.093 0.00
H -2.161 20.849 -21.023 0.00
N 3.271 12.756 -13.933 -0.68
C -1.154 10.926 -13.993 -0.29
H -0.958 22.160 -19.412 0.00
C -2.847 14.534 -14.679 -0.01
H 1.128 24.331 -17.477 0.00
C 0.250 23.875 -17.934 0.00
H 5.253 22.671 -17.672 0.00
C -0.096 16.982 -17.106 -0.69
```

Values from the calculation:
Net charge: -1
2S+1: 2
Frontier orbital gap (spin up / spin down): 1.570 / 8.405 eV
E_LUMO (spin up / spin down): 1.985 / 1.978 eV
⟨S²⟩: 0.75

=====

(5)
The following is a DFT calculation (ωB97M-V/def2-TZVPD) of a molecular structure, O8RbS2 in a non-equilibrium geometry.

Geometry as XYZ:
```
11
Properties=species:S:1:pos:R:3:lowdin_charge:R:1
O -1.643 0.127 3.174 -0.51
O 0.631 -0.629 -3.176 -0.50
O -0.633 -0.328 5.269 -0.48
O -0.233 1.582 -3.770 -0.50
O 1.976 1.363 -2.883 -0.47
O 1.482 0.546 -5.052 -0.51
O -0.021 -1.614 3.251 -0.53
O 0.624 0.710 3.531 -0.47
Rb -2.737 -2.187 -0.490 0.84
S -0.399 -0.284 3.847 0.07
S 0.954 0.713 -3.701 0.07
```

Values from the calculation:
Net charge: -3
Frontier orbital gap: 1.807 eV
E_LUMO: 4.125 eV

=====

(6)
The following is a DFT calculation (ωB97M-V/def2-TZVPD) of 2 unconnected molecules or ions with the total composition CH3F3P in a non-equilibrium geometry.

Geometry as XYZ:
```
8
Properties=species:S:1:pos:R:3:lowdin_charge:R:1
F 1.403 -1.286 1.872 -0.27
C -0.232 -0.190 -1.018 -0.03
H 0.687 -0.301 -1.496 0.07
F -1.145 -0.041 1.497 -0.02
P 0.135 0.217 0.711 1.13
F 0.595 1.690 1.061 -0.03
H -0.570 0.820 -1.353 0.12
H -0.873 -0.909 -1.273 0.05
```

Values from the calculation:
Net charge: +1
Frontier orbital gap: 9.850 eV
E_LUMO: -8.843 eV